No. 1
C47H47GeOP2Ru as an isolated structure at a distorted geometry, computed with ωB97M-V/def2-TZVPD.

Last column: Mulliken spin population.
Positions of all 99 atoms, in Å:
Ru: 0.322 -0.114 0.257  2.59
Ge: 3.247 2.264 -0.674  0.04
P: 1.323 -2.291 0.273  -0.03
P: -2.002 -0.928 0.159  -0.06
O: -1.022 -3.443 -1.034  0.02
C: -2.167 -3.669 -0.289  0.02
C: -3.892 3.174 0.644  0.04
C: -1.351 -0.083 -2.372  0.06
C: 2.080 0.593 -0.730  0.17
C: 3.453 -2.261 -3.143  0.00
C: -3.742 -2.821 1.327  0.00
C: -4.393 0.621 3.127  0.28
C: -2.364 1.895 2.289  0.13
C: 1.984 -4.981 0.344  0.00
C: -2.661 -2.605 0.474  0.03
C: 5.043 1.421 -0.863  0.02
C: 0.924 -6.601 -1.063  0.00
C: 3.148 3.294 1.026  0.01
C: -0.267 2.115 0.311  0.02
C: -2.596 2.506 0.937  0.21
C: -2.830 -4.887 -0.272  0.00
C: 2.434 -0.812 3.923  0.01
C: 2.788 -2.320 -0.830  0.01
C: 4.785 -2.308 -2.748  0.00
C: 0.060 1.818 1.684  0.11
C: 1.115 -3.058 2.957  0.04
C: -3.344 0.014 0.947  0.45
C: 1.914 -6.267 -0.151  0.00
C: -4.371 -4.048 1.367  0.00
C: -1.600 2.508 0.006  0.15
C: -3.935 -5.070 0.540  0.00
C: -2.298 -0.779 -1.627  0.00
C: 4.117 -2.394 -0.435  -0.01
C: -1.529 0.116 -3.727  0.03
C: 2.791 3.370 -2.258  0.01
C: -3.415 -1.316 -2.263  -0.02
C: -0.060 -5.690 -1.416  0.00
C: -3.120 0.484 2.358  0.00
C: -0.045 -4.421 -0.853  0.02
C: 2.456 -2.268 -2.187  0.01
C: -2.664 -0.381 -4.349  0.00
C: 1.003 -4.059 -0.011  -0.01
C: 2.322 -1.002 2.555  0.05
C: -4.579 0.173 0.362  -0.15
C: -3.593 -1.107 -3.620  0.00
C: 1.855 -1.712 4.807  0.02
C: -5.688 0.569 1.106  0.37
C: 1.202 -2.836 4.322  0.00
C: 5.110 -2.379 -1.403  0.00
C: 1.672 -2.142 2.058  0.02
C: -0.927 1.691 2.612  0.24
C: -5.595 0.695 2.508  -0.06
H: -2.444 -0.200 2.897  0.04
H: 3.172 2.901 -3.162  0.00
H: -5.212 -4.193 2.026  0.00
H: -4.305 0.697 4.201  -0.01
H: 3.300 2.674 1.905  0.00
H: -2.812 -0.215 -5.405  0.00
H: -0.804 -5.964 -2.149  0.00
H: -2.488 -5.696 -0.895  0.00
H: -0.453 0.305 -1.862  -0.04
H: -4.459 -1.520 -4.114  0.00
H: -4.721 -0.051 -0.684  0.00
H: 1.098 1.853 2.011  0.03
H: -6.636 0.716 0.617  0.00
H: -4.260 2.893 -0.344  0.01
H: 1.856 0.447 -1.799  0.04
H: 2.789 -4.683 1.001  0.00
H: 6.144 -2.420 -1.101  0.00
H: -4.131 -1.904 -1.706  0.01
H: 2.972 0.041 4.307  0.00
H: 1.409 -2.223 -2.478  -0.01
H: 2.214 3.837 1.120  0.00
H: 5.565 -2.287 -3.493  0.00
H: 1.722 3.527 -2.374  0.00
H: -6.501 0.825 3.082  0.01
H: 3.266 4.341 -2.158  0.00
H: 5.791 2.186 -1.044  0.00
H: 3.954 4.021 0.998  0.00
H: 5.332 0.877 0.032  0.00
H: 2.823 -0.158 -0.449  0.04
H: 2.801 -0.303 1.873  -0.02
H: -1.802 2.917 -0.976  0.01
H: 0.616 -3.943 2.585  0.00
H: 1.918 -1.547 5.873  0.00
H: -0.692 1.496 3.647  -0.02
H: -4.654 2.960 1.388  -0.02
H: 0.916 -7.585 -1.504  0.00
H: 3.198 -2.210 -4.191  0.00
H: 5.043 0.734 -1.706  0.00
H: 4.376 -2.445 0.613  0.00
H: 2.656 -6.994 0.141  0.00
H: -2.810 2.527 3.065  0.05
H: -4.451 -6.015 0.531  0.00
H: 0.499 2.549 -0.326  -0.02
H: -0.785 0.647 -4.298  0.00
H: 0.766 -3.546 5.010  0.00
H: -4.100 -2.019 1.955  0.03
H: -3.749 4.256 0.626  0.02

Computed properties:
E = -4748.2344 Eh
M = 863.520 g mol⁻¹
<S²> = 8.83
2S+1 = 6
Kohn-Sham gap (alpha / beta) = 0.2474 / 0.2151 hartree
charge = +2
highest occupied orbital energy (alpha / beta) = -12.3 / -13.7 eV

No. 2
One molecule with the formula C3H7NO3 at a distorted geometry, computed with ωB97M-V/def2-TZVPD.

Last column: natural (NBO) charge in e.
Positions of all 14 atoms, in Å:
O: -2.723 -1.068 0.918  -0.70
O: 2.275 0.858 -1.249  -0.60
O: 1.844 -0.599 0.489  -0.70
N: 0.236 0.928 -0.263  -0.65
C: -0.923 0.420 0.390  -0.24
C: -1.747 -0.683 -0.083  -0.08
C: 1.507 0.406 -0.418  0.88
H: -2.246 -0.394 -1.048  0.16
H: -0.961 -1.523 -0.377  0.16
H: 2.724 -0.484 0.637  0.49
H: 0.146 1.920 -0.384  0.42
H: -1.665 1.280 0.524  0.20
H: -0.680 0.099 1.472  0.20
H: -3.166 -1.779 0.416  0.47

Computed properties:
E = -398.9636 Eh
M = 105.093 g mol⁻¹
2S+1 = 1
Kohn-Sham gap = 0.3901 hartree
charge = 0
relative energy (zero: lowest compared OMol25 entry of this formula, charge and spin) = 194.4 kJ/mol
SMILES = O=C(O)NCCO
highest occupied orbital energy = -9.9 eV

No. 3
A 2-piece molecular cluster, C3H9NO3 overall at a distorted geometry, computed with ωB97M-V/def2-TZVPD.

Last column: natural (NBO) charge in e.
Positions of all 16 atoms, in Å:
O: -0.833 3.462 1.876  -0.92
O: 1.315 -0.788 -0.087  -0.50
O: 0.469 -1.096 -3.446  -0.57
N: 0.146 -0.914 -2.099  -0.25
C: 0.202 -0.130 0.591  -0.07
C: -0.834 -1.083 1.129  -0.64
C: 1.188 -1.170 -1.391  0.35
H: -0.430 -1.872 1.788  0.21
H: -0.010 3.165 1.534  0.46
H: -1.639 -0.567 1.655  0.23
H: 0.665 0.468 1.388  0.18
H: -0.470 4.059 2.560  0.46
H: -0.235 0.552 -0.179  0.20
H: -1.218 -1.613 0.283  0.22
H: -0.391 -0.820 -3.866  0.48
H: 2.077 -1.653 -1.737  0.17

Computed properties:
E = -400.0951 Eh
M = 107.109 g mol⁻¹
2S+1 = 1
Kohn-Sham gap = 0.3592 hartree
charge = 0
relative energy (zero: lowest compared OMol25 entry of this formula, charge and spin) = 331.9 kJ/mol
SMILES = CCO/C=N/O.O
highest occupied orbital energy = -9.0 eV

No. 4
C10H19O12Sr as an isolated structure at a distorted geometry, computed with ωB97M-V/def2-TZVPD.

Last column: natural (NBO) charge in e.
Positions of all 42 atoms, in Å:
Sr: 0.197 0.079 0.212  1.87
O: -1.077 -2.154 -0.685  -0.82
O: 2.205 1.856 0.569  -0.82
O: -0.201 0.700 -2.341  -0.83
O: 2.264 -1.348 0.115  -0.85
O: -4.352 0.386 -0.536  -0.72
O: 3.882 -1.282 1.691  -0.75
O: -0.578 -1.078 2.478  -0.98
O: -0.223 1.762 2.350  -0.94
O: -1.450 1.778 -3.871  -0.76
O: -1.640 -3.691 -2.236  -0.77
O: -2.297 0.435 0.377  -0.87
O: 3.236 3.850 0.454  -0.81
C: -4.046 1.391 1.608  -0.73
C: 2.272 3.070 0.247  0.77
C: 0.868 2.214 -3.835  -0.74
C: 3.035 -1.857 0.986  0.77
C: -1.092 -3.308 -1.181  0.78
C: -3.549 0.639 0.363  0.78
C: 2.867 -3.377 1.203  -0.73
C: 1.029 3.667 -0.429  -0.75
C: -0.380 1.485 -3.313  0.78
C: -0.288 -4.365 -0.379  -0.75
H: -3.546 1.040 2.516  0.18
H: -0.152 -5.294 -0.931  0.18
H: -1.364 -1.555 2.181  0.51
H: -0.830 -4.543 0.557  0.18
H: -5.128 1.308 1.757  0.18
H: -0.057 2.636 2.710  0.47
H: -3.814 2.455 1.503  0.20
H: 3.794 -3.794 1.608  0.18
H: -0.053 -1.700 2.987  0.48
H: 0.969 3.270 -1.442  0.23
H: 0.137 3.305 0.087  0.20
H: 1.770 1.986 -3.269  0.21
H: 1.108 4.751 -0.491  0.19
H: 0.695 3.296 -3.765  0.19
H: 2.700 -3.892 0.257  0.21
H: -0.611 1.240 3.058  0.48
H: 2.032 -3.534 1.886  0.19
H: 1.003 2.060 -4.911  0.19
H: 0.662 -3.885 -0.145  0.23

Computed properties:
E = -1326.2127 Eh
M = 418.870 g mol⁻¹
2S+1 = 1
Kohn-Sham gap = 0.2290 hartree
charge = -3
highest occupied orbital energy = 0.0 eV